1.
ORCA calculation (ωB97M-V with the def2-TZVPD basis set) on C4H32NO14 as an isolated structure.

The HOMO energy is -6.2 eV. For the LUMO energy, the calculation gives 2.611 eV. For the frontier orbital gap, the calculation gives 8.82 eV. The value obtained for the energy above the lowest of the compared OMol25 structures with the same formula, charge and spin is 4.3296 eV.

Structure (ORCA input):
```
! RIJCOSX wB97M-V def2-TZVPD def2/J DEFGRID3
* xyz -1 1
C -2.157 0.168 0.605
C -2.902 -0.018 -0.676
N -3.302 -1.285 -1.085
C -2.561 -2.471 -0.626
C -1.498 -2.752 -1.727
O -0.322 -2.072 -1.598
O -3.213 0.902 -1.442
H -1.084 0.033 0.518
H -2.648 -0.650 1.136
H -2.287 1.076 1.179
H -3.870 -1.261 -1.911
H -1.999 -2.297 0.293
H -3.289 -3.272 -0.505
H -1.326 -3.837 -1.822
H -2.054 -2.395 -2.679
H 0.042 -2.255 -0.364
H 0.892 -3.146 0.606
O 0.419 -2.317 0.737
H 1.761 2.727 -2.155
H 1.731 1.726 -3.182
O 2.150 2.582 -3.028
H -0.328 1.923 -3.745
H -1.280 1.976 -2.546
O -0.384 2.205 -2.830
H 3.537 -0.472 0.884
H 2.464 0.581 1.143
O 3.323 0.264 1.465
H 2.788 -2.885 0.416
H 3.621 -2.426 1.563
O 3.216 -3.227 1.216
H -1.114 3.698 -1.028
H -1.260 4.170 0.397
O -0.739 4.325 -0.401
H -0.566 0.977 4.180
H -0.283 -0.043 3.111
O -0.620 0.870 3.226
H -0.320 -1.020 -2.988
H -1.600 -0.051 -3.326
O -0.734 -0.362 -3.582
H 1.094 -2.213 3.840
H 0.891 -1.775 2.398
O 0.578 -1.594 3.319
H 0.205 2.248 2.812
H 1.370 3.377 3.023
O 0.462 3.125 3.206
H 1.202 -1.021 0.107
H 0.984 -0.016 -1.171
O 1.386 -0.124 -0.302
H 3.717 2.161 0.932
H 2.476 3.117 1.148
O 3.428 3.026 1.257
*
```

***

2.
ORCA calculation (ωB97M-V with the def2-TZVPD basis set) on a 9-piece molecular cluster, H18O9 overall.

The HOMO energy is -9.9 eV. The structure (SMILES) is O.O.O.O.O.O.O.O.O. For the LUMO energy, the calculation gives -0.375 eV. For the frontier orbital gap, the calculation gives 9.52 eV. The value obtained for the energy above the lowest of the compared OMol25 structures with the same formula, charge and spin is 4.2528 eV.

Structure (ORCA input):
```
! RIJCOSX wB97M-V def2-TZVPD def2/J DEFGRID3
* xyz 0 1
O 0.161 -0.185 -0.738
H 0.279 -1.135 -0.850
H -0.750 -0.028 -1.012
O -1.227 -3.597 2.536
H -1.631 -2.876 3.031
H -1.701 -3.601 1.697
O -5.376 0.667 -1.751
H -4.584 0.995 -2.191
H -5.041 0.223 -0.964
O 0.409 4.013 1.615
H 0.105 3.455 2.339
H 0.923 3.416 1.059
O -1.788 -1.311 -0.488
H -2.187 -1.862 0.195
H -2.248 -0.468 -0.408
O -0.610 1.322 1.617
H 0.321 1.237 1.854
H -0.593 1.694 0.728
O 3.920 -2.189 -1.041
H 3.834 -1.236 -1.156
H 4.246 -2.288 -0.140
O 2.822 1.115 0.302
H 3.709 1.052 0.674
H 2.359 0.354 0.669
O 1.310 0.658 -2.720
H 1.242 -0.301 -2.651
H 2.098 0.875 -2.208
*
```

***

3.
ORCA calculation (ωB97M-V with the def2-TZVPD basis set) on a 2-piece molecular cluster, C2HCl3OS overall.

The HOMO energy (spin up / spin down) is -10.2 / -9.3 eV. For the LUMO energy (spin up / spin down), the calculation gives -1.511 / -1.680 eV. For the frontier orbital gap (spin up / spin down), the calculation gives 8.74 / 7.63 eV. The value obtained for the energy above the lowest of the compared OMol25 structures with the same formula, charge and spin is 3.1707 eV.

Structure (ORCA input):
```
! RIJCOSX wB97M-V def2-TZVPD def2/J DEFGRID3
* xyz 0 1
C 0.983 -1.127 -0.154
C 1.239 -0.051 -0.797
O -2.741 -0.260 0.531
S -1.778 0.051 1.558
Cl 2.062 -0.067 -2.406
Cl 0.895 1.553 -0.303
Cl -1.753 2.078 1.823
H 1.091 -2.177 -0.250
*
```

***

4.
ORCA calculation (ωB97M-V with the def2-TZVPD basis set) on a 4-piece molecular cluster, C23H55BrN7 overall.

The HOMO energy is -9.3 eV. For the LUMO energy, the calculation gives -3.752 eV. For the frontier orbital gap, the calculation gives 5.54 eV.

Structure (ORCA input):
```
! RIJCOSX wB97M-V def2-TZVPD def2/J DEFGRID3
* xyz 1 1
N 7.544 -3.185 -1.930
C 6.939 -2.169 -2.572
N 7.045 -1.681 -3.909
C 6.086 -0.588 -3.885
N 5.465 -0.493 -2.611
C 4.398 0.422 -2.090
C 3.322 -0.531 -1.334
C 2.860 -1.723 -2.339
Br 1.038 -2.255 -1.769
N 5.992 -1.432 -1.790
H 7.655 -3.143 -0.906
H 7.903 -4.034 -2.386
H 5.789 0.113 -4.721
H 3.930 0.980 -2.964
H 4.870 1.155 -1.355
H 3.746 -1.019 -0.403
H 2.407 0.117 -1.131
H 2.911 -1.304 -3.400
H 3.611 -2.592 -2.324
H 5.815 -1.658 -0.809
C -5.218 -4.603 2.183
C -4.306 -3.488 1.685
N -3.116 -3.965 0.986
C -2.125 -2.919 0.756
C -2.512 -1.764 -0.166
C -3.349 -4.859 -0.143
C -4.219 -4.344 -1.290
H -4.673 -5.304 2.819
H -6.033 -4.176 2.773
H -5.672 -5.157 1.359
H -3.990 -2.919 2.567
H -4.895 -2.802 1.063
H -1.200 -3.372 0.383
H -1.852 -2.495 1.731
H -2.501 -2.063 -1.215
H -1.788 -0.951 -0.061
H -3.496 -1.352 0.071
H -3.802 -5.780 0.239
H -2.386 -5.187 -0.550
H -5.115 -3.828 -0.939
H -4.550 -5.187 -1.904
H -3.666 -3.674 -1.949
C 4.916 1.453 3.817
C 5.956 2.078 2.893
N 5.380 2.828 1.781
C 6.361 3.190 0.761
C 7.482 4.148 1.158
C 4.436 3.885 2.138
C 4.929 4.996 3.064
H 4.225 0.817 3.259
H 5.415 0.833 4.565
H 4.341 2.209 4.354
H 6.557 1.257 2.486
H 6.635 2.696 3.493
H 5.841 3.599 -0.112
H 6.824 2.262 0.399
H 7.126 5.175 1.236
H 8.260 4.141 0.390
H 7.957 3.869 2.100
H 3.563 3.417 2.604
H 4.038 4.338 1.224
H 5.508 4.615 3.907
H 4.071 5.533 3.478
H 5.532 5.730 2.530
C -7.818 3.569 -1.272
C -7.740 2.049 -1.194
N -6.445 1.505 -1.589
C -6.461 0.056 -1.772
C -6.735 -0.813 -0.546
C -5.284 2.027 -0.879
C -5.252 1.876 0.642
H -7.556 3.926 -2.270
H -8.837 3.897 -1.054
H -7.161 4.049 -0.544
H -8.506 1.654 -1.870
H -8.023 1.732 -0.181
H -5.515 -0.262 -2.224
H -7.221 -0.178 -2.527
H -5.868 -0.865 0.114
H -6.952 -1.836 -0.863
H -7.595 -0.465 0.030
H -5.191 3.093 -1.115
H -4.374 1.583 -1.296
H -6.207 2.124 1.110
H -4.501 2.554 1.061
H -4.968 0.868 0.943
*
```

***

5.
ORCA calculation (ωB97M-V with the def2-TZVPD basis set) on one molecule with the formula C3H9PS.

The HOMO energy is -8.9 eV. The structure (SMILES) is C[C@@H](S)CP. For the LUMO energy, the calculation gives 0.891 eV. For the frontier orbital gap, the calculation gives 9.78 eV. The value obtained for the energy above the lowest of the compared OMol25 structures with the same formula, charge and spin is 2.0712 eV.

Structure (ORCA input):
```
! RIJCOSX wB97M-V def2-TZVPD def2/J DEFGRID3
* xyz 0 1
C -1.783 -0.687 -0.103
C -0.603 0.198 -0.494
S -1.114 1.862 0.033
C 0.757 -0.414 0.343
P 2.430 0.488 -0.136
H -1.697 -1.744 -0.072
H -2.538 -0.499 -0.741
H -2.010 -0.260 0.833
H -0.244 0.204 -1.476
H -0.299 2.897 -0.475
H 0.594 -0.279 1.523
H 0.586 -1.425 0.128
H 3.059 -0.688 -0.535
H 2.863 0.348 1.171
*
```

***

6.
ORCA calculation (ωB97M-V with the def2-TZVPD basis set) on one molecule with the formula C3H3N3S.

The HOMO energy is -8.9 eV. The structure (SMILES) is C1=NC=NSC=N1. For the LUMO energy, the calculation gives -0.432 eV. For the frontier orbital gap, the calculation gives 8.50 eV. The value obtained for the energy above the lowest of the compared OMol25 structures with the same formula, charge and spin is 2.4422 eV.

Structure (ORCA input):
```
! RIJCOSX wB97M-V def2-TZVPD def2/J DEFGRID3
* xyz 0 1
C -0.784 0.397 1.037
N 0.232 1.208 0.862
C 1.241 0.828 0.025
N 1.228 0.200 -1.103
S -0.159 0.032 -1.977
C -0.779 -1.092 -0.759
N -0.933 -0.836 0.481
H -1.432 0.504 1.927
H 2.146 0.845 0.608
H -0.759 -2.088 -1.099
*
```

***

7.
ORCA calculation (ωB97M-V with the def2-TZVPD basis set) on a 2-piece molecular cluster, C4H11NO2 overall.

The HOMO energy is -9.9 eV. The structure (SMILES) is CC(C)C(N)=O.O. For the LUMO energy, the calculation gives 0.711 eV. For the frontier orbital gap, the calculation gives 10.58 eV. The value obtained for the energy above the lowest of the compared OMol25 structures with the same formula, charge and spin is 0.7655 eV.

Structure (ORCA input):
```
! RIJCOSX wB97M-V def2-TZVPD def2/J DEFGRID3
* xyz 0 1
C 0.093 -0.918 -1.580
C -0.748 -0.821 -0.304
C -0.192 -1.694 0.827
C -0.871 0.579 0.172
N -0.415 1.661 -0.619
O -1.539 0.812 1.200
H -0.320 -0.169 -2.238
H 1.164 -0.706 -1.413
H 0.077 -1.953 -1.859
H -1.756 -1.175 -0.583
H -0.316 -2.707 0.478
H -0.774 -1.579 1.803
H 0.923 -1.509 0.946
H -0.150 1.405 -1.547
H -1.044 2.470 -0.574
O 2.832 0.484 0.398
H 1.884 0.726 0.634
H 3.174 0.330 1.218
*
```

***

8.
ORCA calculation (ωB97M-V with the def2-TZVPD basis set) on a 2-piece molecular cluster, C7H15N5 overall.

The HOMO energy is -16.7 eV. For the LUMO energy, the calculation gives -6.225 eV. For the frontier orbital gap, the calculation gives 10.45 eV. The value obtained for the energy above the lowest of the compared OMol25 structures with the same formula, charge and spin is 1.6422 eV.

Structure (ORCA input):
```
! RIJCOSX wB97M-V def2-TZVPD def2/J DEFGRID3
* xyz 2 1
C 4.888 -2.562 -1.798
C 0.936 -0.256 0.046
C -0.909 -0.038 1.748
C 0.070 0.609 0.839
C -1.403 0.743 0.585
C -2.169 2.071 0.519
C 0.566 -2.567 -0.818
N 0.425 -1.343 -0.567
N 4.040 -1.958 -1.303
N 2.275 -0.060 -0.063
N 1.081 -3.660 -0.198
N -2.205 2.712 -0.886
H 5.684 -3.149 -2.171
H -1.097 -1.024 1.718
H -1.019 0.381 2.732
H 0.642 1.338 1.185
H -1.635 0.119 -0.322
H -2.048 2.938 1.104
H -3.115 1.744 0.742
H 0.015 -3.033 -1.727
H 2.642 0.887 -0.116
H 3.014 -0.702 -0.455
H 0.720 -4.588 -0.374
H 1.644 -3.582 0.615
H -1.536 3.461 -0.827
H -3.130 3.037 -1.099
H -1.897 1.925 -1.579
*
```

***

> Number 1 is which compound?

C4H32NO14

***

What did the fourth record say?
ORCA calculation (ωB97M-V with the def2-TZVPD basis set) on a 4-piece molecular cluster, C23H55BrN7 overall.

The HOMO energy is -9.3 eV. For the LUMO energy, the calculation gives -3.752 eV. For the frontier orbital gap, the calculation gives 5.54 eV.

Structure (ORCA input):
```
! RIJCOSX wB97M-V def2-TZVPD def2/J DEFGRID3
* xyz 1 1
N 7.544 -3.185 -1.930
C 6.939 -2.169 -2.572
N 7.045 -1.681 -3.909
C 6.086 -0.588 -3.885
N 5.465 -0.493 -2.611
C 4.398 0.422 -2.090
C 3.322 -0.531 -1.334
C 2.860 -1.723 -2.339
Br 1.038 -2.255 -1.769
N 5.992 -1.432 -1.790
H 7.655 -3.143 -0.906
H 7.903 -4.034 -2.386
H 5.789 0.113 -4.721
H 3.930 0.980 -2.964
H 4.870 1.155 -1.355
H 3.746 -1.019 -0.403
H 2.407 0.117 -1.131
H 2.911 -1.304 -3.400
H 3.611 -2.592 -2.324
H 5.815 -1.658 -0.809
C -5.218 -4.603 2.183
C -4.306 -3.488 1.685
N -3.116 -3.965 0.986
C -2.125 -2.919 0.756
C -2.512 -1.764 -0.166
C -3.349 -4.859 -0.143
C -4.219 -4.344 -1.290
H -4.673 -5.304 2.819
H -6.033 -4.176 2.773
H -5.672 -5.157 1.359
H -3.990 -2.919 2.567
H -4.895 -2.802 1.063
H -1.200 -3.372 0.383
H -1.852 -2.495 1.731
H -2.501 -2.063 -1.215
H -1.788 -0.951 -0.061
H -3.496 -1.352 0.071
H -3.802 -5.780 0.239
H -2.386 -5.187 -0.550
H -5.115 -3.828 -0.939
H -4.550 -5.187 -1.904
H -3.666 -3.674 -1.949
C 4.916 1.453 3.817
C 5.956 2.078 2.893
N 5.380 2.828 1.781
C 6.361 3.190 0.761
C 7.482 4.148 1.158
C 4.436 3.885 2.138
C 4.929 4.996 3.064
H 4.225 0.817 3.259
H 5.415 0.833 4.565
H 4.341 2.209 4.354
H 6.557 1.257 2.486
H 6.635 2.696 3.493
H 5.841 3.599 -0.112
H 6.824 2.262 0.399
H 7.126 5.175 1.236
H 8.260 4.141 0.390
H 7.957 3.869 2.100
H 3.563 3.417 2.604
H 4.038 4.338 1.224
H 5.508 4.615 3.907
H 4.071 5.533 3.478
H 5.532 5.730 2.530
C -7.818 3.569 -1.272
C -7.740 2.049 -1.194
N -6.445 1.505 -1.589
C -6.461 0.056 -1.772
C -6.735 -0.813 -0.546
C -5.284 2.027 -0.879
C -5.252 1.876 0.642
H -7.556 3.926 -2.270
H -8.837 3.897 -1.054
H -7.161 4.049 -0.544
H -8.506 1.654 -1.870
H -8.023 1.732 -0.181
H -5.515 -0.262 -2.224
H -7.221 -0.178 -2.527
H -5.868 -0.865 0.114
H -6.952 -1.836 -0.863
H -7.595 -0.465 0.030
H -5.191 3.093 -1.115
H -4.374 1.583 -1.296
H -6.207 2.124 1.110
H -4.501 2.554 1.061
H -4.968 0.868 0.943
*
```